No. 1
DFT (ωB97M-V/def2-TZVPD) results for C4H6O2 as an isolated structure.

Structure (XYZ):
```
12
Properties=species:S:1:pos:R:3:forces:R:3:mulliken_charge:R:1
O -0.737839 -0.073494 2.173697 -0.05 -0.15 -0.05 -0.6325
O 0.227081 1.095139 -1.165573 0.12 -0.28 0.14 -0.3611
C 1.145109 0.275782 -1.231471 -0.27 0.05 0.04 -0.2754
C -0.603794 -0.326536 0.935049 0.11 0.05 -0.24 0.7146
C -0.361334 1.082155 0.578067 -0.05 0.27 0.11 -0.3238
C -0.628187 -1.419372 0.124886 0.00 -0.02 0.09 -1.0131
H -1.230038 1.741183 0.531583 0.28 -0.20 -0.18 0.2832
H 0.529766 1.524966 1.010995 -0.06 -0.13 -0.06 0.2982
H 1.401491 -0.167216 -2.199322 -0.01 0.11 0.05 0.3131
H -0.752824 -2.409234 0.551112 -0.01 0.15 -0.03 0.2969
H -0.734858 -1.318614 -0.949445 0.07 0.05 0.17 0.3020
H 1.745427 -0.004759 -0.359577 -0.11 0.08 -0.04 0.3978
```
Positions in Å, forces in eV/Å.

As for the multiplicity: 1. The total energy is -8335.685 eV.

***

No. 2
DFT (ωB97M-V/def2-TZVPD) results for a 7-piece molecular cluster, C36H62BF10INO22 overall.

Structure (XYZ):
```
133
Properties=species:S:1:pos:R:3:forces:R:3:mulliken_charge:R:1
I -1.505099 -0.883975 2.976802 -0.24 0.08 0.51 -0.1419
F -6.020432 -5.134719 0.350041 0.00 0.09 0.16 -0.3452
F -5.217084 -2.743495 3.630581 -0.66 0.27 -0.32 -0.2021
F -5.406656 -2.375957 -0.242799 -0.20 -0.05 -0.16 -0.2858
F 3.654017 1.008856 0.513719 -0.06 0.02 -0.10 -0.3014
F -7.266747 -4.615009 2.614357 0.15 0.26 -0.18 -0.3109
F -4.731307 -4.927310 2.092457 0.01 0.12 -0.01 -0.2628
F -7.374427 -2.469833 3.888244 0.81 0.15 -0.60 -0.2982
F -4.031046 -4.021480 -0.609436 0.16 -0.21 -0.06 -0.3777
F -6.313875 -1.279311 2.388295 0.21 -0.80 0.51 -0.2055
F -7.580970 -3.126519 1.042852 0.36 -0.08 0.35 -0.2676
O 7.456170 -0.957600 1.085737 -0.03 0.12 -0.07 -0.3298
O -0.380433 -6.082103 5.186293 -0.04 -0.13 0.05 -0.3482
O 3.287678 -1.099565 1.096475 -0.25 1.73 -0.21 -0.5653
O 3.508804 2.806009 -6.339289 0.07 0.06 -0.10 -0.3574
O -2.807270 8.601741 0.686090 -0.05 -0.08 0.02 -0.2327
O -6.290220 2.885108 -4.299673 -0.09 0.05 0.28 -0.5388
O -7.443751 2.179095 -6.106101 -0.09 -0.03 -0.08 -0.3388
O -0.316577 -1.013141 0.343425 0.20 -0.16 0.34 -0.3719
O -2.223347 10.757333 0.368762 -0.05 0.21 -0.01 -0.5598
O 3.604820 1.229949 -4.872741 0.10 -0.10 0.03 -0.3467
O 1.111723 0.325966 -0.932762 -0.42 -0.03 0.19 -0.7218
O -0.737257 9.061303 0.314113 0.09 -0.05 0.00 -0.2559
O -5.400727 2.825867 -6.367149 0.08 0.02 -0.09 -0.3493
O 10.300811 -9.066097 2.410079 -0.03 -0.21 -0.10 -0.5401
O 9.926921 -6.883242 2.841391 -0.08 0.12 -0.03 -0.2516
O 11.531206 -7.877269 3.879849 0.10 0.02 0.09 -0.3138
O 0.097454 -3.892532 4.937103 -0.12 0.27 0.11 -0.5069
O 7.861538 -3.143812 0.702052 -0.01 -0.20 -0.09 -0.5489
O 9.077902 -1.906387 2.141699 0.10 0.02 0.05 -0.3426
O 1.678968 -5.495175 4.887844 0.12 -0.09 0.03 -0.3497
O 1.691079 2.410576 -5.063623 -0.23 0.07 0.02 -0.5298
O -0.715219 1.271517 0.510403 0.39 0.53 -0.18 -0.1772
N -6.436813 1.567121 -0.011212 0.34 -0.07 0.02 -0.7291
C -4.182260 3.324407 -5.803442 0.30 0.09 -0.02 -0.3735
C -1.907480 0.641820 0.143692 -0.75 -1.39 2.28 2.3502
C -4.041154 2.209456 0.356503 -0.19 -0.48 0.14 -1.2362
C 0.433547 -5.039517 5.001287 0.07 -0.14 -0.13 0.7908
C 2.821419 2.166076 -5.385319 0.17 -0.10 0.03 0.8014
C 6.356436 -1.010004 0.155720 -0.01 -0.02 -0.20 -0.5819
C -6.361484 -2.489489 2.982018 -0.69 0.47 0.34 0.5868
C -3.533235 -2.517403 1.180892 -0.35 -0.62 -1.11 -0.8924
C 2.775345 3.848546 -6.975833 0.02 0.14 -0.14 -0.6287
C -1.594033 -0.821205 0.708499 0.33 0.14 -1.18 -1.0926
C -6.679268 -3.593367 1.930261 -0.24 -0.42 0.44 0.6415
C 3.003350 0.454245 -3.822012 -0.03 -0.18 0.17 -0.3991
C -0.865957 2.670329 -2.178532 -0.75 0.51 -0.61 0.7695
C 2.855366 0.030591 1.051073 0.25 -2.22 0.31 0.6427
C 8.845126 -6.910414 1.901023 -0.23 0.16 -0.15 -0.5639
C 12.295186 -9.055314 4.132398 0.15 -0.08 0.11 -0.6391
C 8.098737 -2.097938 1.249083 -0.08 0.14 0.06 0.8009
C -8.561127 1.942775 -5.249833 -0.20 -0.08 0.02 -0.6167
C 1.552716 0.491899 1.537302 0.04 0.71 0.29 -0.6495
C 2.646674 -4.464344 4.658704 0.22 0.06 -0.08 -0.5786
C -2.459956 -1.982734 0.230029 -0.19 -0.36 0.63 -0.6301
C -1.950111 9.588860 0.448807 0.03 -0.15 0.00 0.7541
C -5.068506 1.553828 -0.576472 -0.15 0.32 0.26 0.1419
C -5.465288 -4.232742 1.203504 -0.51 -0.14 -0.71 0.4463
C -4.580915 -3.274743 0.372666 0.47 0.51 0.38 0.9190
C -4.160361 9.023862 0.851891 -0.21 -0.09 0.04 -0.6591
C 10.556745 -8.042761 2.983846 0.00 0.17 0.06 0.7637
C -1.181536 4.115244 -1.767202 1.02 -0.26 0.22 -0.9002
C -2.079847 0.490534 -1.357837 0.10 0.69 -0.42 -1.6206
C -6.370021 2.653576 -5.474496 0.10 -0.04 -0.14 0.8176
C -2.118447 1.763593 -2.212469 0.73 -0.03 0.11 -0.7044
C 9.845245 -3.078273 2.395475 0.21 -0.14 0.15 -0.5194
C 0.291759 10.013796 0.051560 0.22 0.02 -0.04 -0.6547
C -3.080397 1.197181 0.985785 0.02 1.05 -0.78 -1.0013
C -0.931485 4.423760 -0.292799 -0.90 0.71 -0.18 -0.8852
C -1.755788 -5.717250 5.304521 -0.21 -0.07 0.01 -0.4068
B 0.382061 0.308981 0.389207 0.79 -0.43 -1.41 0.4716
H -0.500494 4.746634 -2.333023 0.02 0.31 -0.17 0.4538
H 2.662629 -3.762898 5.490306 -0.08 0.05 -0.03 0.2779
H 2.731058 1.084660 -2.981683 -0.09 0.04 -0.04 0.0955
H -3.779816 2.627872 -5.070905 -0.08 0.03 0.09 0.0795
H 3.750113 -0.263945 -3.499459 0.10 0.06 -0.09 0.2775
H -8.885179 2.867430 -4.776093 0.06 0.00 0.07 0.2824
H -4.525079 9.509893 -0.050884 0.04 0.09 0.02 0.3013
H 5.929270 -0.017265 0.125207 0.03 0.12 0.13 0.1647
H -1.527054 5.295977 -0.026013 -0.06 0.22 0.17 0.2964
H 0.376941 10.724520 0.871329 -0.07 0.06 -0.03 0.2941
H -2.605025 1.683510 1.824174 0.18 -0.02 0.37 0.6678
H 1.215197 9.449191 -0.034077 -0.05 -0.10 0.02 0.2138
H 5.599030 -1.707378 0.492779 -0.02 -0.06 0.02 0.3284
H -3.503791 3.018507 -0.117212 0.16 0.24 -0.18 0.1110
H -1.775546 -2.796388 0.036187 0.25 -0.18 -0.12 0.3447
H 1.608716 1.556522 1.761498 -0.01 0.18 -0.03 0.2104
H -1.227708 3.630265 0.376884 0.18 -0.35 0.10 0.0617
H -3.476478 3.427018 -6.622068 -0.11 -0.07 -0.11 0.2638
H 3.438760 4.281726 -7.719331 0.08 -0.07 0.03 0.2074
H -0.073038 2.258491 -1.581417 0.05 -0.10 0.29 -0.8208
H -4.621934 2.634641 1.167337 -0.09 0.24 0.20 0.7764
H -4.341426 4.298919 -5.346550 -0.05 -0.05 0.10 0.2852
H -4.074961 -1.734068 1.684723 0.10 0.21 0.37 0.6134
H -3.698617 0.406952 1.398304 -0.04 -0.34 0.00 -0.0875
H -2.177791 4.412117 -2.076827 -0.36 -0.11 -0.02 0.2662
H -4.252352 9.695281 1.703387 0.03 0.08 -0.05 0.2902
H -6.822927 0.641665 -0.098818 -0.27 -0.14 0.03 0.2145
H -8.315081 1.201446 -4.492180 0.04 0.06 0.06 0.2898
H 0.101047 10.539050 -0.882297 -0.06 0.07 0.04 0.2965
H -5.056211 2.036170 -1.548306 -0.02 -0.03 -0.29 0.2182
H -2.941391 -1.758720 -0.711921 0.10 0.32 -0.24 0.4785
H -7.028716 2.184589 -0.542505 -0.14 0.13 -0.07 0.2535
H 2.127938 -0.075515 -4.188498 -0.08 0.10 0.02 0.2750
H -4.791748 0.516302 -0.707190 0.09 -0.27 -0.22 0.0044
H -2.307911 -6.641783 5.448368 0.10 -0.07 -0.01 0.2485
H 3.610041 -4.960245 4.584041 -0.05 -0.11 0.01 0.1991
H -0.486669 2.735141 -3.192991 0.20 -0.19 -0.25 0.4535
H -1.230034 -0.087252 -1.701908 0.20 -0.19 -0.10 0.9735
H 13.043714 -8.783158 4.870725 -0.04 0.11 0.01 0.2153
H 10.338973 -3.421065 1.487493 -0.09 -0.08 -0.03 0.2885
H 11.663038 -9.845751 4.532153 -0.03 -0.04 -0.09 0.2918
H 1.479095 1.193718 -1.094007 0.16 0.21 0.05 0.0537
H 2.489281 4.613789 -6.256517 -0.09 -0.04 0.02 0.2901
H 12.789181 -9.395812 3.224465 -0.07 -0.05 -0.03 0.2925
H 9.215385 -3.867523 2.800877 0.01 -0.05 -0.07 0.1562
H 9.206724 -7.167245 0.908016 0.02 -0.11 0.02 0.3015
H 8.423238 -5.909942 1.873851 0.11 0.05 0.08 0.1264
H 2.436800 -3.937067 3.730422 -0.07 0.06 0.04 0.2989
H -9.357574 1.562286 -5.882586 0.07 0.00 -0.10 0.2144
H 6.716818 -1.283764 -0.835617 0.04 -0.08 0.06 0.3073
H 1.889509 3.451829 -7.468719 -0.06 0.01 0.08 0.2853
H -3.105879 -3.229568 1.867726 0.15 0.14 0.51 0.3441
H -2.979892 2.388780 -2.028197 -0.34 -0.02 0.19 0.0155
H -2.220895 1.423236 -3.239242 -0.17 -0.17 -0.23 0.4506
H 8.078934 -7.615228 2.216288 0.07 -0.09 -0.01 0.3182
H -2.102869 -5.224764 4.397974 0.03 0.10 0.03 0.0856
H 0.092755 4.723190 -0.126750 0.43 -0.30 0.17 0.3507
H 1.375742 -0.023005 2.470818 -0.31 -0.26 0.13 0.3506
H -2.968349 -0.076839 -1.595484 -0.32 -0.13 0.04 0.1725
H 10.600182 -2.815718 3.131088 -0.06 0.16 0.02 0.2713
H -1.908921 -5.065618 6.162658 0.02 0.09 -0.05 0.2896
H -4.739648 8.124437 1.036819 0.10 -0.07 -0.01 0.2102
```
Positions in Å, forces in eV/Å.

As for the multiplicity: 1. The total energy is -120831.177 eV. As for the net charge: -1.

***

No. 3
DFT (ωB97M-V/def2-TZVPD) results for an isolated molecule of C5H3N3.

Structure (XYZ):
```
11
Properties=species:S:1:pos:R:3:forces:R:3:mulliken_charge:R:1
N -1.766969 -1.928570 -1.382358 4.48 6.85 3.76 -0.4041
N -0.509669 2.530001 -0.786289 0.49 -4.01 1.93 -0.3957
N 2.142721 -0.331370 -1.655198 -4.23 -1.13 1.74 -0.3778
C 1.077837 -0.472184 -1.137255 3.35 2.60 0.48 0.0393
C -0.168568 -0.038845 -0.237278 1.01 0.31 -0.15 1.3326
C 0.068887 -0.062943 1.405835 3.03 0.98 -1.35 -1.0193
C -1.134619 -0.992270 -0.865064 -4.91 -5.94 -2.66 -0.1859
C -0.375564 1.411679 -0.410362 -0.90 3.62 -3.41 0.0044
H -0.552180 0.583976 2.147882 0.59 -1.18 -2.13 0.3219
H -0.051245 -1.137449 1.493628 0.67 -0.03 1.43 0.3550
H 1.269368 0.437975 1.426459 -3.59 -2.06 0.36 0.3296
```
Positions in Å, forces in eV/Å.

As for the multiplicity: 1. The total energy is -9699.202 eV. The SMILES is CC(C#N)(C#N)C#N.

***

No. 4
DFT (ωB97M-V/def2-TZVPD) results for an isolated molecule of C3H4S3.

Structure (XYZ):
```
10
Properties=species:S:1:pos:R:3:forces:R:3:mulliken_charge:R:1
S -1.533724 -0.473022 -2.886466 1.00 0.44 1.95 -0.1880
S -0.635167 0.218173 2.260145 3.26 1.21 -0.03 -0.2807
S 1.492103 0.405596 0.105451 0.38 0.34 -0.14 0.0263
C -0.982528 0.103333 -1.430726 -0.08 -0.57 -0.42 -0.1000
C 0.964774 0.660185 1.737518 -2.00 -0.27 1.21 -0.1042
C 0.122552 -0.571273 -0.547219 -0.32 -2.94 -0.63 -0.4160
H -0.137278 -0.894933 0.548904 -1.11 0.12 -2.27 0.1592
H 1.761538 1.147410 2.430825 -1.54 -0.85 -1.34 0.2827
H -1.493566 1.030539 -1.095809 0.74 -0.60 0.26 0.2922
H 0.441295 -1.626008 -1.122623 -0.32 3.13 1.41 0.3285
```
Positions in Å, forces in eV/Å.

As for the multiplicity: 1. The total energy is -35678.851 eV. The SMILES is S=CCSC=S.

***

No. 5
DFT (ωB97M-V/def2-TZVPD) results for a 2-piece molecular cluster, C5H8NO overall.

Structure (XYZ):
```
15
Properties=species:S:1:pos:R:3:forces:R:3:mulliken_charge:R:1
O 1.670768 -1.977347 -1.591695 1.06 -0.56 -1.35 -0.2185
N 0.658561 -0.530990 -0.451017 2.09 2.49 3.76 0.1210
C -0.150332 -0.771908 -1.479074 -1.71 -0.01 -1.89 -0.0190
C -0.783749 1.465923 2.303566 1.64 1.41 -0.28 -0.5522
C 0.501783 -1.681356 -2.222317 -0.38 -1.22 -1.84 -0.3228
C 1.810108 -1.207780 -0.581779 -2.21 0.60 1.65 0.0751
C -1.466044 1.729833 1.203711 0.76 0.27 0.44 -0.6237
H 2.602782 -1.269484 0.151788 0.10 0.00 -0.34 0.3855
H -1.098420 -0.242813 -1.668276 0.73 -0.51 0.30 0.3870
H 0.351531 -2.205503 -3.203339 -0.03 0.73 1.42 0.3712
H -2.374883 1.243404 1.121934 -1.73 -1.12 -0.75 0.2932
H -1.017998 0.707402 2.991204 -0.73 -0.85 0.72 0.2970
H -1.233768 2.479476 0.471651 0.21 0.42 0.04 0.3344
H 0.069513 2.077808 2.608605 0.01 -0.23 -0.30 0.3013
H 0.460148 0.183335 0.345038 0.20 -1.42 -1.57 0.1705
```
Positions in Å, forces in eV/Å.

As for the multiplicity: 1. The total energy is -8843.526 eV. As for the net charge: +1.